Run i
The following is a quantum chemistry calculation of a 2-piece molecular cluster, C3H6N4O overall, from OMol25.

Computed properties:
- lowest unoccupied orbital energy (hartree) = -0.020
- E_HOMO (eV) = -10.08
- SMILES string = [H]/N=N\C(N)=O.CC#N
- spin multiplicity = 1

Positions of all 14 atoms, in Å:
H -0.637 2.473 0.553
N -0.105 2.101 -0.256
N -0.669 1.125 -0.809
C -1.842 0.756 -0.181
N -2.365 -0.411 -0.640
O -2.368 1.374 0.741
H -1.699 -1.039 -1.075
H -3.059 -0.836 -0.043
C 2.555 -0.699 0.309
C 1.258 -1.371 0.243
N 0.228 -1.905 0.179
H 2.573 0.046 1.110
H 2.777 -0.190 -0.634
H 3.353 -1.422 0.501

=====

Run ii
The following is a quantum chemistry calculation of one molecule with the formula C3H6N4O, from OMol25.

Computed properties:
- lowest unoccupied orbital energy (hartree) = 0.024
- E_HOMO (eV) = -8.90
- SMILES string = ONC1=NCC=NN1
- spin multiplicity = 1

Positions of all 14 atoms, in Å:
O 0.491 -0.692 2.753
N 1.225 -0.567 1.565
C 0.425 -0.219 0.436
N 0.874 -0.474 -0.739
C -0.011 -0.125 -1.802
C -0.841 1.114 -1.431
N -1.158 1.378 -0.228
N -0.697 0.488 0.726
H -0.138 -1.446 2.670
H 1.843 -1.328 1.363
H 0.531 0.104 -2.738
H -0.638 -0.977 -2.060
H -1.130 1.888 -2.154
H -0.777 0.855 1.638

=====

Run iii
The following is a quantum chemistry calculation of one molecule with the formula C3H6N4O, from OMol25.

Computed properties:
- lowest unoccupied orbital energy (hartree) = -0.010
- E_HOMO (eV) = -8.42
- spin multiplicity = 1

Positions of all 14 atoms, in Å:
C 0.239 0.798 0.111
C -0.727 1.903 0.368
C -1.381 -1.104 -0.103
N 0.939 -1.451 -0.209
N 2.031 -0.993 -0.417
N -0.089 -0.485 0.095
N 3.152 -0.747 -0.119
O 4.124 -0.368 -0.692
H -0.090 2.664 0.703
H -1.364 2.025 -0.618
H -1.464 1.606 1.042
H -1.706 -1.467 -1.056
H -1.606 -1.929 0.650
H -2.058 -0.453 0.247

=====

Run iv
The following is a quantum chemistry calculation of one molecule with the formula C3H6N4O, from OMol25.

Computed properties:
- lowest unoccupied orbital energy (hartree) = 0.028
- E_HOMO (eV) = -9.02
- SMILES string = [H]/N=C/[C@@H]1N=NCON1
- spin multiplicity = 1

Positions of all 14 atoms, in Å:
H -3.728 0.197 -0.176
N -2.859 0.129 0.349
C -1.808 0.186 -0.327
C -0.480 0.094 0.372
N 0.254 1.332 0.130
N 1.449 1.329 -0.081
C 2.223 0.120 -0.107
O 1.581 -1.014 0.406
N 0.249 -1.052 -0.152
H -1.734 0.289 -1.414
H -0.657 0.061 1.460
H 2.538 -0.023 -1.153
H 3.110 0.281 0.511
H -0.138 -1.930 0.182

=====

Short version: run iii is the least stable of them.

=====

Run i
The following is a quantum chemistry calculation of a 3-piece molecular cluster, C3H6N4O overall, from OMol25.

Computed properties:
- lowest unoccupied orbital energy (hartree) = 0.000
- E_HOMO (eV) = -9.08
- spin multiplicity = 1

Positions of all 14 atoms, in Å:
C 1.250 -0.274 0.219
C -0.330 1.658 -0.063
C -2.307 -1.166 -0.091
H 1.736 -1.837 -1.017
H 2.100 -0.162 -2.186
H 0.727 -0.227 2.118
H -0.481 2.743 0.011
H -1.980 -2.254 -0.119
H -3.812 -0.413 -0.209
N 1.869 -0.780 -0.933
N 1.058 -0.803 1.328
N -1.404 0.896 -0.121
N -1.117 -0.571 -0.195
O 0.898 1.207 0.059

=====

Run ii
The following is a quantum chemistry calculation of one molecule with the formula C3H6N4O, from OMol25.

Computed properties:
- lowest unoccupied orbital energy (hartree) = -0.030
- E_HOMO (eV) = -9.00
- SMILES string = [H]/N=C(N)/N=C/NC=O
- spin multiplicity = 1

Positions of all 14 atoms, in Å:
H -2.293 1.866 0.545
N -1.520 1.079 0.842
C -1.750 0.037 0.163
N -3.075 -0.176 -0.507
N -0.704 -0.943 -0.141
C 0.428 -0.337 -0.017
N 1.682 -0.975 0.266
C 2.804 -0.029 0.204
O 2.446 1.219 -0.693
H -3.852 0.642 -0.433
H -3.508 -1.300 -0.672
H 0.731 0.654 -0.226
H 1.948 -2.045 0.217
H 3.835 -0.494 0.803

=====

Run iii
The following is a quantum chemistry calculation of a 2-piece molecular cluster, C3H6N4O overall, from OMol25.

Computed properties:
- lowest unoccupied orbital energy (hartree) = 0.033
- E_HOMO (eV) = -10.14
- SMILES string = Cc1nn[nH]n1.C=O
- spin multiplicity = 1

Positions of all 14 atoms, in Å:
C 1.038 -0.930 -0.944
C 0.559 0.427 -0.520
N -0.647 0.855 -0.613
N -0.604 2.104 -0.250
N 0.540 2.408 0.198
N 1.381 1.388 -0.035
H 1.012 -1.585 -0.042
H 2.029 -0.916 -1.358
H 0.421 -1.365 -1.615
H 0.899 3.285 0.491
C -1.640 -1.385 1.146
O -0.525 -1.817 1.246
H -2.255 -1.560 0.316
H -2.210 -0.910 1.981

=====

Run iv
The following is a quantum chemistry calculation of one molecule with the formula C3H6N4O, from OMol25.

Computed properties:
- lowest unoccupied orbital energy (hartree) = 0.022
- E_HOMO (eV) = -8.38
- SMILES string = CN1NN=N[C@]12CO2
- spin multiplicity = 1

Positions of all 14 atoms, in Å:
C 1.551 -0.620 0.225
N 0.144 -0.471 0.492
N -0.602 -1.650 0.262
N -1.790 -1.361 -0.248
N -1.819 -0.143 -0.681
C -0.720 0.496 -0.212
C -0.519 2.007 -0.463
O -1.093 1.627 0.790
H 1.909 -1.487 0.800
H 1.900 -0.782 -0.790
H 2.129 0.247 0.625
H -0.374 -2.402 0.808
H 0.555 2.221 -0.408
H -1.272 2.318 -1.198

=====

Short version: run i is the least stable of them.

=====

Run i
The following is a quantum chemistry calculation of one molecule with the formula C3H6N4O, from OMol25.

Computed properties:
- lowest unoccupied orbital energy (hartree) = 0.020
- E_HOMO (eV) = -8.03
- SMILES string = Cc1n[nH]o/c1=N/N
- spin multiplicity = 1

Positions of all 14 atoms, in Å:
C 0.076 1.687 -0.053
C 0.713 0.395 0.026
N 2.033 0.287 0.081
N 2.280 -1.041 0.133
O 1.097 -1.745 0.030
C 0.112 -0.940 0.056
N -1.096 -1.368 -0.181
N -2.192 -0.524 0.076
H 0.867 2.328 -0.254
H -0.513 2.097 0.873
H -0.678 1.793 -0.899
H 2.787 -1.334 -0.666
H -3.086 -1.037 -0.300
H -2.401 -0.598 1.078

=====

Run ii
The following is a quantum chemistry calculation of one molecule with the formula C3H6N4O, from OMol25.

Computed properties:
- lowest unoccupied orbital energy (alpha / beta) (hartree) = 0.023 / 0.023
- E_HOMO (alpha / beta) (eV) = -7.81 / -7.81
- spin multiplicity = 1

Positions of all 14 atoms, in Å:
C -0.953 0.227 0.631
C -0.070 0.241 1.646
C 0.442 -0.498 -2.655
N 1.052 -0.120 -0.199
N -0.615 -0.088 -1.733
N -0.221 -0.040 -0.515
N -0.210 0.479 2.970
O 1.163 0.044 1.168
H -2.037 0.293 0.730
H 1.397 -0.906 -2.126
H 0.023 -1.091 -3.394
H 0.828 0.346 -3.328
H 0.264 1.180 3.472
H -1.062 -0.067 3.333

=====

Short version: run ii is the least stable of them.